(1)
The following is a quantum chemistry calculation of a molecular structure, C20H41ClF6GeHgN5O13S2, from the OMol25 dataset.

Calculated values
* total charge: -1
* E_HOMO: -5.76 eV
* energy relative to the best compared isomer or geometry (same formula, charge and spin): 0.0000 eV

Each line ends with the Mulliken charge.
CARTESIAN COORDINATES (ANGSTROEM)
Hg 0.62 -0.67 -0.15  4.508
C 0.19 3.55 -3.97  -1.828
C -0.76 2.51 -3.37  1.597
C -1.52 1.79 -4.48  -1.561
C -1.75 3.20 -2.43  -1.587
O -0.02 1.60 -2.57  -0.003
Ge 1.17 0.34 -3.26  -1.261
O 0.30 -1.12 -2.26  0.088
C -0.64 -2.10 -2.71  1.499
C -0.29 -3.43 -2.06  -1.227
C -2.04 -1.65 -2.29  -0.237
C -0.57 -2.22 -4.23  -2.024
O 2.22 0.53 -1.74  -0.002
C 3.65 0.47 -1.66  1.723
C 4.10 1.65 -0.80  -1.499
C 4.29 0.58 -3.04  -2.048
C 4.05 -0.84 -1.00  -1.366
H -0.36 4.30 -4.54  0.422
H 0.90 3.06 -4.64  0.320
H 0.75 4.04 -3.18  0.360
H -2.12 2.50 -5.05  0.490
H -2.19 1.04 -4.05  0.229
H -0.83 1.30 -5.17  0.358
H -2.37 3.92 -2.97  0.451
H -1.22 3.73 -1.64  0.326
H -2.41 2.46 -1.97  0.262
H -0.36 -3.36 -0.97  -0.026
H 0.73 -3.71 -2.32  0.359
H -0.97 -4.21 -2.39  0.432
H -2.08 -1.55 -1.21  -0.471
H -2.80 -2.37 -2.58  0.544
H -2.28 -0.68 -2.73  -0.406
H 0.44 -2.50 -4.54  0.362
H -0.83 -1.28 -4.71  0.362
H -1.27 -2.98 -4.57  0.461
H 3.76 2.59 -1.25  0.338
H 5.18 1.68 -0.71  0.421
H 3.68 1.57 0.20  0.144
H 3.99 1.50 -3.54  0.388
H 4.01 -0.26 -3.68  0.480
H 5.38 0.58 -2.94  0.467
H 3.63 -0.91 0.00  0.022
H 5.14 -0.92 -0.93  0.507
H 3.68 -1.69 -1.59  0.270
N -0.13 1.50 0.29  0.126
C 0.62 2.15 1.36  1.025
C -0.31 2.56 2.52  -2.210
C -1.02 1.39 3.23  2.056
C -0.50 1.11 4.63  -2.239
N 0.90 0.68 4.68  0.037
C 1.30 -0.56 4.35  0.358
N 0.44 -1.57 4.29  -0.232
N 2.61 -0.77 4.17  -0.433
C 1.78 1.30 1.91  -0.098
O 2.53 1.85 2.75  -0.808
O 1.88 0.08 1.57  -1.242
H 0.06 1.87 -0.64  -0.278
H -1.13 1.48 0.45  0.017
H 1.10 3.06 0.98  0.422
H -1.05 3.24 2.11  0.418
H 0.28 3.14 3.23  0.596
H -0.96 0.48 2.63  -0.964
H -2.08 1.61 3.31  0.517
H -1.12 0.36 5.13  0.426
H -0.56 2.01 5.25  0.489
H 1.58 1.39 4.44  0.479
H -0.54 -1.36 4.26  0.000
H 0.72 -2.42 3.78  0.285
H 3.10 0.05 3.82  0.378
H 2.85 -1.61 3.65  0.359
F -2.74 -1.61 3.95  -0.226
C -2.80 -2.71 3.18  0.451
F -1.86 -3.55 3.61  -0.187
F -3.99 -3.28 3.36  -0.240
S -2.50 -2.28 1.42  1.063
O -1.31 -1.45 1.49  -0.751
O -2.41 -3.55 0.76  -0.741
N -3.82 -1.54 1.03  -0.710
S -4.10 -0.04 0.69  1.147
O -4.93 0.08 -0.46  -0.679
O -2.98 0.86 0.83  -0.814
C -5.20 0.44 2.09  0.405
F -6.27 -0.35 2.15  -0.221
F -5.61 1.70 1.93  -0.229
F -4.55 0.36 3.26  -0.191
O 3.17 -3.00 2.40  -0.851
Cl 2.11 -3.65 1.65  2.042
O 2.53 -4.94 1.22  -0.729
O 0.94 -3.76 2.50  -0.833
O 1.78 -2.84 0.49  -0.833

(2)
The following is a quantum chemistry calculation of 6 unconnected molecules or ions with the total composition C21H59N5O6 in a non-equilibrium geometry, from the OMol25 dataset.

Calculated values
* E_HOMO: -8.72 eV
* energy relative to the best compared isomer or geometry (same formula, charge and spin): 1.4089 eV
* SMILES: COC[C@H](C)N.COC[C@H](C)N.COC[C@H](C)N.COC[C@H](C)N.COC[C@H](C)N.CO

Each line ends with the Mulliken charge.
CARTESIAN COORDINATES (ANGSTROEM)
C 1.44 0.77 1.05  -0.682
O 0.66 1.47 0.09  -0.380
H 2.34 0.33 0.62  0.335
H 1.83 1.47 1.80  0.329
H 0.78 0.10 1.61  0.172
H 1.00 2.38 0.03  0.346
C 3.71 4.21 0.85  -1.443
C 2.36 4.77 1.18  0.279
C 2.32 6.26 1.43  -0.764
O 2.99 6.57 2.63  -0.345
C 3.13 7.97 2.80  -0.743
N 1.30 4.36 0.21  -0.560
H 4.05 4.51 -0.15  0.344
H 3.74 3.13 0.98  0.252
H 4.42 4.65 1.56  0.412
H 2.05 4.32 2.13  0.290
H 1.27 6.56 1.58  0.455
H 2.74 6.75 0.54  0.363
H 4.11 8.36 2.52  0.258
H 3.06 8.23 3.86  0.244
H 2.29 8.47 2.32  0.341
H 1.18 5.07 -0.50  0.255
H 0.43 4.38 0.74  0.300
C -1.10 -5.01 -2.79  -1.661
C -0.36 -4.91 -1.46  0.577
C -0.01 -3.50 -1.08  0.627
O 1.04 -2.86 -1.82  -0.470
C 1.17 -1.48 -1.56  -0.397
N -1.17 -5.56 -0.42  -0.725
H -1.35 -6.01 -3.13  0.425
H -0.42 -4.66 -3.58  0.372
H -2.01 -4.41 -2.85  0.266
H 0.58 -5.46 -1.59  0.219
H 0.43 -3.60 -0.07  -0.093
H -0.79 -2.74 -0.96  -0.326
H 0.26 -0.89 -1.74  0.244
H 1.97 -1.21 -2.25  0.378
H 1.45 -1.26 -0.52  -0.025
H -0.68 -5.36 0.46  0.238
H -0.97 -6.56 -0.45  0.334
C -3.05 -2.91 2.00  -1.394
C -3.86 -2.60 0.74  0.452
C -3.37 -1.34 -0.01  -0.148
O -3.71 -0.19 0.73  -0.423
C -2.62 0.43 1.34  -0.332
N -3.93 -3.77 -0.15  -0.623
H -3.50 -3.80 2.43  0.413
H -3.32 -2.12 2.71  0.433
H -1.97 -2.93 1.88  0.188
H -4.89 -2.38 1.05  0.413
H -3.72 -1.28 -1.04  0.479
H -2.28 -1.49 -0.07  -0.341
H -1.87 -0.25 1.74  0.161
H -2.88 1.14 2.13  0.378
H -2.08 1.10 0.66  0.012
H -4.55 -4.53 0.10  0.317
H -3.03 -4.24 -0.06  0.057
C -3.52 6.48 -4.78  -1.260
C -3.63 5.29 -3.80  0.493
C -2.31 4.95 -3.12  -0.619
O -2.13 3.56 -2.93  -0.427
C -1.29 3.22 -1.84  -0.513
N -4.69 5.64 -2.85  -0.736
H -4.15 6.18 -5.62  0.305
H -2.54 6.46 -5.26  0.362
H -3.79 7.44 -4.35  0.338
H -4.00 4.45 -4.40  0.295
H -2.20 5.42 -2.14  0.282
H -1.50 5.30 -3.78  0.224
H -1.74 3.52 -0.89  0.275
H -0.34 3.75 -2.00  0.322
H -1.08 2.16 -1.93  0.150
H -4.89 4.88 -2.21  0.255
H -4.49 6.45 -2.28  0.217
C 2.23 -6.74 0.88  -0.978
C 3.58 -6.25 1.47  0.592
C 3.41 -5.18 2.52  -0.857
O 2.93 -4.00 1.87  -0.208
C 2.69 -2.97 2.80  -0.564
N 4.21 -7.43 2.11  -0.808
H 1.56 -5.93 0.55  -0.210
H 1.72 -7.33 1.65  0.365
H 2.33 -7.36 -0.01  0.381
H 4.21 -5.89 0.66  0.289
H 4.34 -4.89 3.02  0.410
H 2.74 -5.53 3.31  0.306
H 2.03 -2.22 2.37  -0.052
H 3.62 -2.48 3.10  0.313
H 2.24 -3.34 3.73  0.374
H 4.39 -8.10 1.36  0.310
H 3.48 -7.98 2.56  0.291

(3)
The following is a quantum chemistry calculation of a molecular structure, C14H42BF4O7RbS7 in a non-equilibrium geometry, from the OMol25 dataset.

Calculated values
* E_HOMO: -8.71 eV
* energy relative to the best compared isomer or geometry (same formula, charge and spin): 3.6397 eV

Each line ends with the Mulliken charge.
CARTESIAN COORDINATES (ANGSTROEM)
Rb -1.75 -28.39 22.39  0.931
B -4.76 -28.11 23.74  0.008
F -6.12 -28.07 23.91  -0.284
F -4.15 -29.20 24.38  -0.188
F -4.52 -28.46 22.46  -0.327
F -4.17 -26.83 23.86  -0.029
C -2.40 -27.92 27.85  -0.809
S -1.99 -29.62 28.55  0.502
O -2.15 -29.54 30.07  -0.644
C -3.49 -30.51 27.96  -0.607
H -3.26 -27.54 28.39  0.386
H -2.54 -27.72 26.78  0.185
H -1.49 -27.34 28.01  0.313
H -4.16 -30.49 28.81  0.391
H -3.18 -31.43 27.46  0.206
H -4.10 -29.96 27.24  0.091
C -8.86 -31.29 24.23  -0.829
S -7.55 -32.53 24.06  0.491
O -8.16 -33.88 23.65  -0.639
C -6.67 -31.79 22.61  -0.871
H -8.53 -30.27 24.43  0.265
H -9.62 -31.50 24.99  0.406
H -9.37 -31.30 23.27  0.236
H -6.35 -30.75 22.54  0.103
H -7.35 -31.78 21.77  0.441
H -5.82 -32.38 22.26  0.378
C -4.61 -22.89 22.30  -0.817
S -5.38 -23.53 20.84  0.477
O -4.54 -22.98 19.67  -0.665
C -4.91 -25.28 21.13  -0.555
H -3.52 -22.78 22.28  0.236
H -4.75 -23.61 23.10  0.237
H -4.93 -21.88 22.54  0.423
H -3.92 -25.31 21.58  0.103
H -4.83 -25.74 20.14  0.225
H -5.58 -25.80 21.81  0.339
C -9.51 -28.37 19.09  -1.119
S -8.54 -27.40 20.35  0.709
O -9.25 -26.06 20.51  -0.712
C -9.01 -28.30 21.86  -0.713
H -9.56 -28.02 18.06  0.353
H -10.53 -28.18 19.41  0.421
H -9.13 -29.37 19.30  0.281
H -8.38 -29.17 22.06  -0.055
H -10.06 -28.58 21.74  0.457
H -8.75 -27.59 22.65  0.361
C -3.90 -30.67 17.87  -0.951
S -4.78 -29.10 17.60  0.477
O -5.99 -29.59 16.83  -0.642
C -5.37 -28.71 19.25  -0.246
H -4.38 -31.28 18.63  0.298
H -2.96 -30.58 18.43  0.299
H -3.49 -31.14 16.98  0.386
H -6.12 -27.94 19.09  0.032
H -4.42 -28.47 19.72  0.183
H -5.89 -29.58 19.67  0.188
C -1.85 -24.70 23.89  -0.628
S -0.43 -24.72 25.07  0.444
O -0.47 -26.24 25.31  -0.539
C 0.84 -24.43 23.75  -0.904
H -2.77 -24.69 24.48  0.342
H -1.80 -25.68 23.43  -0.102
H -2.06 -23.89 23.19  0.308
H 0.53 -23.62 23.08  0.337
H 1.27 -25.34 23.32  0.266
H 1.60 -23.93 24.34  0.353
C -1.59 -32.62 21.63  -0.728
S -1.33 -32.41 23.42  0.417
O -0.90 -30.96 23.55  -0.592
C -3.13 -32.39 23.80  -0.484
H -2.25 -31.91 21.13  0.033
H -1.99 -33.63 21.63  0.396
H -0.60 -32.46 21.20  0.357
H -3.62 -33.17 23.22  0.389
H -3.71 -31.54 23.45  -0.061
H -3.15 -32.56 24.88  0.280

(4)
The following is a quantum chemistry calculation of 2 unconnected molecules or ions with the total composition C5H11O2 in a non-equilibrium geometry, from the OMol25 dataset.

Calculated values
* total charge: -2
* ⟨S²⟩: 0.75
* E_HOMO (alpha / beta): 3.99 / -1.36 eV
* energy relative to the best compared isomer or geometry (same formula, charge and spin): 1.2325 eV
* spin multiplicity: 2

Each line ends with the Löwdin spin population.
CARTESIAN COORDINATES (ANGSTROEM)
C 0.99 0.71 -0.57  0.028
C 2.34 1.28 -0.90  0.024
C 0.44 1.23 0.77  0.004
O 0.80 0.60 1.79  0.011
O -0.49 2.08 0.67  0.001
H 0.27 1.05 -1.37  0.008
H 0.79 -0.37 -0.58  0.012
H 2.87 1.25 0.07  0.001
H 2.46 2.34 -1.12  0.001
H 2.93 0.64 -1.57  0.012
C -2.37 -1.91 -0.34  0.087
C -1.52 -3.08 -0.77  0.469
H -2.87 -1.82 0.62  0.014
H -1.81 -0.96 -0.42  0.003
H -3.05 -1.71 -1.18  0.028
H -1.83 -3.53 -1.75  0.130
H -1.65 -3.91 -0.07  0.097
H -0.44 -3.13 -0.87  0.070

(5)
The following is a quantum chemistry calculation of 2 unconnected molecules or ions with the total composition C4H14N2O2 in a non-equilibrium geometry, from the OMol25 dataset.

Calculated values
* E_HOMO: -8.82 eV
* energy relative to the best compared isomer or geometry (same formula, charge and spin): 2.0374 eV
* SMILES: CNCCNCO.O

Each line ends with the natural charge from an NBO analysis.
CARTESIAN COORDINATES (ANGSTROEM)
C -1.13 0.08 -0.29  -0.218
N -2.02 -0.68 0.57  -0.642
C -3.09 -1.46 -0.16  0.091
O -2.50 -2.68 -0.53  -0.746
C 0.15 0.47 0.47  -0.227
N 1.30 0.45 -0.45  -0.621
C 2.61 0.37 0.30  -0.433
H -1.62 0.95 -0.71  0.192
H -0.76 -0.59 -1.09  0.157
H -1.49 -1.38 1.08  0.353
H -3.89 -1.67 0.56  0.163
H -3.39 -0.84 -1.05  0.167
H -2.92 -3.44 -0.13  0.477
H -0.11 1.51 0.77  0.193
H 0.31 -0.20 1.31  0.165
H 1.35 -0.47 -0.91  0.344
H 2.93 -0.59 0.70  0.177
H 2.73 1.20 0.99  0.212
H 3.28 0.64 -0.55  0.192
H 3.28 3.68 0.56  0.475
H 3.47 2.82 -0.76  0.480
O 3.85 3.09 0.08  -0.952

Q: The lowest energy relative to the best compared isomer or geometry (same formula, charge and spin) belongs to which entry?
A: C20H41ClF6GeHgN5O13S2

Q: energy relative to the best compared isomer or geometry (same formula, charge and spin) of number 5 (C4H14N2O2)?
A: 2.0374 eV

Q: Number 2 is which compound?
A: C21H59N5O6